Computed, not measured: a 7-piece molecular cluster, C30H44F18O15 overall at a distorted geometry, with ωB97M-V/def2-TZVPD.

```
107
Properties=species:S:1:pos:R:3:lowdin_charge:R:1
C 4.365 -2.114 4.410 -0.053
C 2.998 -1.842 3.777 -0.184
O 1.945 -1.777 4.739 0.039
C 1.787 -0.684 5.438 -0.405
O 2.467 0.298 5.350 0.163
C 0.659 -0.675 6.483 -0.582
F 1.141 -0.434 7.688 0.186
F -0.189 0.313 6.216 0.172
F -0.012 -1.817 6.461 0.178
H 4.991 -1.238 4.567 0.078
H 4.961 -2.765 3.762 0.072
H 4.229 -2.738 5.295 0.087
H 2.794 -2.791 3.287 0.124
H 2.984 -0.961 3.142 0.111
C -0.423 8.745 -0.005 -0.066
C 1.071 8.558 -0.207 -0.216
O 1.342 7.357 -0.903 0.037
C 1.560 6.250 -0.204 -0.377
O 1.549 6.212 0.990 0.169
C 1.751 4.965 -1.047 -0.550
F 1.983 5.355 -2.312 0.159
F 2.732 4.217 -0.592 0.192
F 0.637 4.230 -1.025 0.165
H -0.920 8.694 -0.982 0.080
H -0.687 9.751 0.322 0.080
H -0.910 7.997 0.617 0.082
H 1.478 8.673 0.800 0.124
H 1.464 9.366 -0.818 0.126
C -5.894 -1.217 6.294 -0.051
C -6.249 -2.690 6.082 -0.199
O -6.407 -2.990 4.692 0.043
C -5.329 -3.281 4.009 -0.405
O -4.210 -3.232 4.442 0.170
C -5.582 -3.756 2.585 -0.552
F -5.055 -4.936 2.299 0.187
F -6.897 -3.831 2.346 0.163
F -5.037 -2.872 1.737 0.156
H -6.694 -0.617 5.872 0.082
H -4.912 -1.117 5.823 0.077
H -5.676 -0.952 7.327 0.081
H -7.255 -2.820 6.482 0.122
H -5.583 -3.367 6.610 0.128
C -4.047 -1.177 -1.906 -0.053
C -4.660 0.184 -1.677 -0.182
O -3.651 1.153 -1.991 0.024
C -3.689 2.368 -1.507 -0.400
O -4.577 2.763 -0.806 0.158
C -2.395 3.190 -1.752 -0.578
F -1.546 2.488 -2.484 0.179
F -2.725 4.317 -2.366 0.182
F -1.847 3.442 -0.572 0.176
H -3.262 -1.360 -1.168 0.066
H -3.517 -1.253 -2.859 0.078
H -4.716 -2.036 -1.890 0.082
H -4.940 0.272 -0.628 0.127
H -5.478 0.425 -2.356 0.134
C 1.367 2.672 -8.195 -0.063
C 0.490 1.460 -8.553 -0.192
O 0.540 0.578 -7.432 0.032
C -0.043 -0.601 -7.538 -0.407
O -0.637 -0.969 -8.500 0.179
C -0.043 -1.387 -6.224 -0.575
F 0.686 -0.785 -5.300 0.177
F -1.288 -1.572 -5.821 0.191
F 0.490 -2.588 -6.457 0.170
H 2.352 2.417 -7.820 0.080
H 0.866 3.313 -7.464 0.075
H 1.381 3.327 -9.069 0.078
H 0.992 1.035 -9.421 0.127
H -0.526 1.773 -8.773 0.132
C 4.191 -4.960 -2.159 -0.059
C 5.631 -4.471 -2.197 -0.180
O 5.735 -3.121 -1.730 0.025
C 5.707 -2.915 -0.417 -0.404
O 5.775 -3.768 0.409 0.173
C 5.662 -1.440 -0.053 -0.575
F 4.592 -1.139 0.670 0.170
F 6.740 -1.122 0.644 0.191
F 5.598 -0.677 -1.141 0.171
H 4.098 -6.032 -2.341 0.082
H 3.565 -4.577 -2.974 0.076
H 3.632 -4.671 -1.270 0.081
H 6.056 -4.446 -3.195 0.128
H 6.199 -5.074 -1.486 0.121
C -0.741 -3.767 2.326 -0.125
O -1.346 -2.545 2.629 -0.182
C -1.578 -1.680 1.518 -0.178
C -0.989 -0.321 1.861 -0.154
O 0.417 -0.426 1.625 -0.151
C 1.091 0.778 1.266 -0.175
C 1.768 0.744 -0.095 -0.190
O 0.756 0.457 -1.046 -0.184
C 1.292 -0.051 -2.250 -0.105
H 0.174 -3.625 1.727 0.083
H -1.339 -4.506 1.787 0.085
H -0.301 -4.154 3.246 0.088
H -2.660 -1.625 1.372 0.107
H -1.092 -2.078 0.626 0.124
H -1.058 -0.023 2.913 0.131
H -1.414 0.490 1.259 0.120
H 1.779 0.830 2.117 0.117
H 0.536 1.716 1.369 0.128
H 2.546 -0.025 -0.126 0.100
H 2.314 1.660 -0.337 0.116
H 1.853 -0.983 -2.182 0.092
H 1.801 0.800 -2.725 0.096
H 0.467 -0.170 -2.955 0.069
```

Properties
highest occupied orbital energy = -9.15 eV
SMILES string = CCOC(=O)C(F)(F)F.CCOC(=O)C(F)(F)F.CCOC(=O)C(F)(F)F.CCOC(=O)C(F)(F)F.CCOC(=O)C(F)(F)F.CCOC(=O)C(F)(F)F.COCCOCCOC
LUMO energy = 0.4384 eV
2S+1 = 1
relative energy (zero: lowest compared OMol25 entry of this formula, charge and spin) = 0.649 eV
molar mass = 986.6 g/mol

---

Computed, not measured: a 7-piece molecular cluster, C30H44F18O15 overall at a distorted geometry, with ωB97M-V/def2-TZVPD.

```
107
Properties=species:S:1:pos:R:3:lowdin_charge:R:1
C -3.605 -0.023 -1.037 -0.044
C -3.784 -1.329 -0.207 -0.240
O -4.061 -2.504 -0.887 0.013
C -5.327 -2.997 -1.089 -0.315
O -6.298 -2.369 -0.726 0.162
C -5.306 -4.459 -1.603 -0.516
F -5.851 -5.084 -0.536 0.155
F -6.186 -4.543 -2.588 0.179
F -4.106 -4.973 -1.972 0.162
H -4.530 0.225 -1.558 0.078
H -2.965 -0.374 -1.846 0.048
H -3.217 0.867 -0.540 0.078
H -4.499 -1.181 0.602 0.121
H -2.851 -1.364 0.355 0.116
C 3.281 5.952 4.432 -0.040
C 3.343 4.510 5.075 -0.196
O 4.384 3.731 4.486 -0.018
C 4.241 2.951 3.304 -0.265
O 3.166 2.612 2.850 0.147
C 5.533 2.589 2.546 -0.593
F 6.576 3.206 3.017 0.206
F 5.722 1.264 2.638 0.169
F 5.438 2.931 1.270 0.185
H 2.257 6.227 4.180 0.069
H 3.912 6.020 3.545 0.074
H 3.716 6.676 5.121 0.068
H 2.374 4.011 5.065 0.104
H 3.511 4.646 6.143 0.116
C 3.824 2.925 -3.671 -0.063
C 4.453 3.177 -2.296 -0.168
O 5.401 2.171 -1.917 0.038
C 5.016 0.971 -1.606 -0.373
O 3.813 0.630 -1.519 0.118
C 6.230 0.102 -1.369 -0.570
F 7.058 0.731 -0.505 0.159
F 6.062 -1.181 -1.028 0.174
F 6.806 0.040 -2.532 0.200
H 3.491 3.938 -3.897 0.080
H 2.919 2.329 -3.789 0.054
H 4.478 2.678 -4.508 0.085
H 3.677 3.401 -1.563 0.109
H 5.032 4.074 -2.513 0.124
C -2.702 -0.171 -4.876 -0.047
C -2.813 -0.888 -6.281 -0.165
O -3.253 -2.237 -6.345 0.024
C -4.489 -2.663 -5.975 -0.352
O -5.347 -2.025 -5.382 0.166
C -4.771 -4.033 -6.361 -0.578
F -3.728 -4.672 -6.786 0.209
F -5.444 -4.737 -5.390 0.141
F -5.578 -4.068 -7.431 0.165
H -3.420 -0.587 -4.169 0.058
H -2.710 0.918 -4.820 0.077
H -1.732 -0.445 -4.461 0.059
H -1.795 -1.020 -6.649 0.122
H -3.395 -0.284 -6.977 0.125
C -0.306 2.096 1.766 -0.060
C 0.687 1.725 0.734 -0.192
O 0.084 1.514 -0.581 0.043
C 0.501 2.281 -1.597 -0.294
O 1.365 3.198 -1.535 0.091
C -0.333 2.015 -2.875 -0.528
F 0.545 1.633 -3.803 0.168
F -1.291 1.038 -2.741 0.104
F -0.968 3.102 -3.229 0.203
H -0.990 2.850 1.375 0.084
H 0.095 2.484 2.702 0.070
H -0.909 1.211 1.966 0.084
H 1.184 0.825 1.098 0.125
H 1.445 2.504 0.656 0.110
C -1.838 4.502 6.218 -0.060
C -1.803 3.844 4.869 -0.265
O -2.374 4.540 3.821 0.007
C -3.735 4.728 3.645 -0.308
O -4.595 4.382 4.449 0.158
C -4.028 5.609 2.471 -0.582
F -5.192 5.282 1.891 0.177
F -4.277 6.755 3.092 0.182
F -3.005 5.699 1.640 0.196
H -2.813 4.264 6.644 0.074
H -1.733 5.583 6.307 0.090
H -1.204 3.852 6.821 0.084
H -2.326 2.895 4.990 0.132
H -0.789 3.575 4.574 0.106
C 2.167 -7.919 -0.369 -0.093
O 0.829 -8.096 -0.843 -0.200
C -0.337 -7.819 -0.032 -0.143
C -0.564 -6.259 0.068 -0.147
O 0.531 -5.594 0.753 -0.167
C 0.297 -4.237 1.045 -0.181
C 1.591 -3.689 1.697 -0.180
O 1.703 -2.304 1.911 -0.208
C 2.930 -1.808 2.359 -0.116
H 2.313 -8.485 0.551 0.083
H 2.252 -6.862 -0.114 0.066
H 2.982 -8.152 -1.055 0.085
H -0.372 -8.201 0.989 0.117
H -1.141 -8.318 -0.574 0.120
H -1.460 -6.112 0.671 0.113
H -0.745 -5.753 -0.880 0.122
H -0.628 -4.028 1.583 0.122
H 0.092 -3.662 0.142 0.120
H 2.556 -3.978 1.280 0.124
H 1.713 -4.011 2.731 0.120
H 3.305 -2.342 3.232 0.089
H 2.963 -0.727 2.491 0.077
H 3.674 -1.928 1.571 0.084
```

Properties
highest occupied orbital energy = -9.46 eV
SMILES string = CCOC(=O)C(F)(F)F.CCOC(=O)C(F)(F)F.CCOC(=O)C(F)(F)F.CCOC(=O)C(F)(F)F.CCOC(=O)C(F)(F)F.CCOC(=O)C(F)(F)F.COCCOCCOC
LUMO energy = 0.1240 eV
2S+1 = 1
relative energy (zero: lowest compared OMol25 entry of this formula, charge and spin) = 3.962 eV
molar mass = 986.6 g/mol

---

Look up the relative energy (zero: lowest compared OMol25 entry of this formula, charge and spin) of the second one.
3.962 eV

---

Look up the LUMO energy of the second one.
0.1240 eV

---

Among the records above, which one has the highest relative energy (zero: lowest compared OMol25 entry of this formula, charge and spin)?
number 2